Record 1
ORCA calculation (wB97M-V/def2-TZVPD) on a single C19H23N3O2 molecule.

Structure (XYZ):
```
47
Properties=species:S:1:pos:R:3:nbo_charge:R:1
C -2.74971 -4.53935 -0.58183 -0.62
C -2.44145 -3.06845 -0.84712 -0.22
N -2.82322 -2.23702 0.28509 -0.43
C -3.14372 -0.87048 -0.05162 -0.31
C -2.00566 -0.03280 -0.64461 0.70
O -1.18794 -0.47846 -1.42406 -0.63
N -2.02929 1.27645 -0.25883 -0.66
C -1.12796 2.32402 -0.58005 0.80
O -1.32208 3.41920 -0.10172 -0.65
N -0.14625 1.98784 -1.42211 -0.62
C 0.87794 2.93563 -1.81471 -0.24
C 2.12332 2.78526 -0.97815 -0.04
C 2.15850 3.31995 0.30400 -0.17
C 3.28487 3.17122 1.09298 -0.22
C 4.38811 2.48845 0.60668 -0.22
C 4.35820 1.95099 -0.66898 -0.21
C 3.22824 2.09531 -1.45628 -0.22
C -1.97792 -2.35535 1.46966 -0.24
C -0.64823 -1.65167 1.36297 -0.05
C 0.43379 -2.26102 0.73922 -0.20
C 1.61833 -1.57122 0.55298 -0.21
C 1.74488 -0.26809 1.00164 -0.23
C 0.68509 0.33757 1.65363 -0.16
C -0.50134 -0.35083 1.83143 -0.24
H -2.07340 -4.96677 0.15393 0.20
H -3.76826 -4.64473 -0.21772 0.21
H -2.64508 -5.10479 -1.50420 0.21
H -3.03839 -2.73703 -1.69984 0.20
H -1.38630 -2.94524 -1.12040 0.19
H -3.94308 -0.88727 -0.80292 0.23
H -3.53474 -0.38522 0.84699 0.20
H -2.75248 1.58408 0.37793 0.42
H -0.05820 1.01081 -1.68284 0.44
H 1.10383 2.77761 -2.87241 0.20
H 0.45540 3.93468 -1.67617 0.24
H 1.29560 3.85331 0.67481 0.22
H 3.30569 3.59029 2.08840 0.21
H 5.26892 2.37443 1.22160 0.22
H 5.21556 1.41582 -1.05072 0.21
H 3.20726 1.67298 -2.45090 0.21
H -2.54716 -1.94136 2.30943 0.20
H -1.82788 -3.41907 1.65675 0.21
H 0.35183 -3.28413 0.40186 0.21
H 2.44759 -2.05308 0.05583 0.21
H 2.66706 0.27213 0.85280 0.22
H 0.78248 1.34984 2.01731 0.21
H -1.32277 0.12553 2.35021 0.20
```

Results
energy above the lowest of the compared OMol25 structures with the same formula, charge and spin: 12.3 kcal/mol
structure (SMILES): CCN(CC(=O)NC(=O)NCc1ccccc1)Cc1ccccc1
M: 325.41 g/mol
LUMO: 0.73 eV
strongest force on any atom: 0.6 eV/Å
multiplicity: 1

Record 2
ORCA calculation (wB97M-V/def2-TZVPD) on a molecular structure, C22H51AgBrN3O5 at a distorted geometry.

Structure (XYZ):
```
83
Properties=species:S:1:pos:R:3:mulliken_spin:R:1
Ag 0.76475 2.98551 0.42343 0.00
C 1.71405 -1.26832 6.06535 0.00
C 3.06289 -1.65216 5.37681 0.00
C 3.72671 -2.67820 6.36256 0.00
C 3.18214 -4.09347 6.14679 0.00
C 3.25829 -4.34406 4.60842 0.00
C 2.32799 -3.43371 3.68327 0.00
N 2.92992 -2.12317 3.91440 0.00
O 2.38247 -1.10786 2.98293 0.00
C 0.84050 -3.67678 3.94683 0.00
C 2.51524 -3.93188 2.24013 0.00
C 4.08331 -0.47676 5.44942 0.00
H 1.12175 -2.16903 6.22659 0.00
H 1.24398 -0.65094 5.29985 0.00
H 1.93558 -0.73612 6.99044 0.00
H 3.57176 -2.45802 7.41879 0.00
H 4.78885 -2.84728 6.18547 0.00
H 2.19223 -4.33306 6.53507 0.00
H 3.89897 -4.76964 6.61266 0.00
H 2.98285 -5.39708 4.55033 0.00
H 4.26704 -4.14383 4.24727 0.00
H 0.73104 -4.15650 4.91944 0.00
H 0.37395 -4.39834 3.27617 0.00
H 0.15389 -2.84630 3.78257 0.00
H 3.57360 -3.82743 2.00125 0.00
H 1.99939 -3.35792 1.47034 0.00
H 2.10248 -4.94048 2.21900 0.00
H 4.36366 -0.14883 6.45040 0.00
H 3.63364 0.43593 5.05842 0.00
H 4.96165 -0.67178 4.83413 0.00
C -1.96399 -0.13139 -5.39457 0.01
C -0.66642 -0.01144 -6.25618 -0.01
C -1.08226 -0.01746 -7.74866 0.02
C -0.04556 0.34813 -8.75839 -0.01
C 0.42248 1.82259 -8.33367 0.02
C 1.01065 1.88665 -6.90267 -0.02
N 0.04015 1.21805 -5.92317 0.38
O 0.17570 1.41562 -4.49210 0.58
C 1.28989 3.45043 -6.71660 0.01
C 2.45571 1.26713 -6.89848 0.03
C 0.20474 -1.27484 -6.02461 0.03
H -2.51969 0.80479 -5.44808 -0.01
H -1.77603 -0.21668 -4.32429 0.00
H -2.63441 -0.94533 -5.67050 0.00
H -1.96781 0.61165 -7.83883 0.00
H -1.41676 -1.01056 -8.04861 0.00
H -0.44146 0.42943 -9.77069 0.00
H 0.75582 -0.37899 -8.88946 0.00
H -0.44030 2.47290 -8.47792 0.00
H 1.18962 1.93867 -9.09926 0.00
H 1.91389 3.78584 -7.54498 0.00
H 1.85096 3.72219 -5.82247 0.00
H 0.31504 3.93404 -6.65434 0.00
H 2.88701 1.28013 -5.89753 -0.01
H 3.09338 1.61853 -7.70965 0.00
H 2.28902 0.19855 -7.03434 0.00
H -0.39443 -2.11756 -5.67977 0.00
H 0.93903 -1.00492 -5.26562 0.00
H 0.91509 -1.53285 -6.81007 0.00
Br 4.66920 4.63624 -0.41884 0.00
O 0.32494 4.84112 3.66151 0.00
H 1.05611 5.27992 4.09634 0.00
H -0.45190 5.30995 3.96638 0.00
O -1.23967 5.76123 -1.02797 0.00
H -1.57584 5.75526 -1.92418 0.00
H -1.30180 6.67641 -0.75444 0.00
C -5.57209 1.70794 1.42041 0.00
C -4.50908 1.84946 2.44842 0.00
C -4.97490 1.29720 3.85472 0.00
O -5.49591 -0.04263 3.66444 0.00
C -5.95995 -0.51266 4.87675 0.00
N -3.31469 1.05258 2.01073 0.00
H -6.25305 2.55726 1.36519 0.00
H -6.13704 0.77864 1.49337 0.00
H -5.08258 1.83659 0.45504 0.00
H -4.19202 2.89221 2.43311 0.00
H -5.75117 1.97517 4.20950 0.00
H -4.11373 1.23311 4.51983 0.00
H -5.28657 -0.49451 5.73368 0.00
H -6.04209 -1.57043 4.62678 0.00
H -6.86828 -0.03768 5.24744 0.00
H -3.15146 0.42466 2.78479 0.00
H -3.86029 0.44705 1.41428 0.00
```

Results
energy above the lowest of the compared OMol25 structures with the same formula, charge and spin: 175.0 kcal/mol
net charge: -1
M: 625.44 g/mol
LUMO: 0.21 eV
strongest force on any atom: 5.9 eV/Å
multiplicity: 2

Record 3
ORCA calculation (wB97M-V/def2-TZVPD) on 2 unconnected molecules or ions with the total composition C17H21N3 at a distorted geometry.

Structure (XYZ):
```
41
Properties=species:S:1:pos:R:3:nbo_charge:R:1
C 4.66426 0.36420 -1.15968 -0.40
C 4.16814 -0.98367 -1.68997 -0.41
C 3.71916 -1.93974 -0.58350 -0.21
N 2.86845 -1.28163 0.41158 -0.34
C 1.79049 -1.89827 0.88785 0.24
C 0.86387 -1.28197 1.74256 -0.41
C 0.01800 -1.99008 2.57960 0.09
C -1.09034 -1.39977 3.27751 -0.16
C -2.04359 -2.21117 3.95234 -0.13
C -3.00884 -1.64295 4.77758 -0.22
C -3.06755 -0.24684 4.93317 -0.18
C -2.20576 0.57649 4.19454 -0.24
C -1.25759 0.01235 3.34319 -0.09
C 3.39294 -0.04235 0.99229 -0.23
C 3.74255 0.96756 -0.10084 -0.41
H 5.66494 0.23259 -0.72864 0.20
H 4.76223 1.06631 -1.99337 0.22
H 3.32922 -0.82117 -2.37976 0.20
H 4.96232 -1.47392 -2.26355 0.23
H 3.14984 -2.77438 -1.00944 0.22
H 4.60981 -2.35518 -0.08140 0.21
H 1.61397 -2.92514 0.54205 0.21
H 0.81754 -0.19003 1.74952 0.21
H 0.10478 -3.07555 2.60506 0.24
H -1.99211 -3.29594 3.82451 0.22
H -3.70437 -2.28306 5.32678 0.22
H -3.77458 0.19700 5.63427 0.22
H -2.25645 1.66397 4.29648 0.22
H -0.61659 0.66718 2.75007 0.19
H 2.67652 0.38966 1.69831 0.23
H 4.30386 -0.27724 1.57230 0.22
H 4.21184 1.84215 0.36342 0.23
H 2.81440 1.31905 -0.57067 0.20
N 3.45229 -2.48156 5.66381 -0.52
C 2.54897 -3.21640 6.37763 -0.14
C 1.32907 -3.25196 5.62761 -0.16
N 1.52243 -2.56756 4.47125 -0.54
C 2.80930 -2.09348 4.51507 0.05
H 2.73973 -3.68225 7.33614 0.19
H 0.41493 -3.74076 5.92999 0.18
H 3.27447 -1.49208 3.74725 0.15
```

Results
energy above the lowest of the compared OMol25 structures with the same formula, charge and spin: 78.4 kcal/mol
M: 267.38 g/mol
LUMO: -1.11 eV
strongest force on any atom: 2.9 eV/Å
multiplicity: 1

Record 4
ORCA calculation (wB97M-V/def2-TZVPD) on a molecular structure, C17H17BBr2Cl36InOS at a distorted geometry.

Structure (XYZ):
```
76
Properties=species:S:1:pos:R:3:mulliken_charge:R:1
C 8.88896 1.76261 2.86912 -1.40
C 7.66119 2.45420 2.29631 0.58
S 6.70965 3.26568 3.59350 -0.23
C 5.09458 3.58149 2.77986 -0.72
In 3.73515 1.84078 3.08156 0.90
B 1.53000 2.19706 2.50209 -0.20
O 1.11612 2.62569 1.22235 -0.51
C 0.39503 1.93162 3.59078 -0.41
C -0.91677 1.39875 2.96918 -0.93
C 4.41191 0.11383 1.72592 -0.22
Br 5.24377 0.43177 0.00801 -0.21
C 4.20087 -1.15156 2.10584 0.63
C 3.52734 -1.48620 3.41029 -0.86
Br 4.71554 -2.68202 1.01540 -0.27
H 8.63173 0.83200 3.37232 0.33
H 9.44862 2.39444 3.55645 0.39
H 9.56003 1.50918 2.04732 0.32
H 8.01113 3.22333 1.60677 0.23
H 7.08168 1.72609 1.73304 -0.34
H 4.74029 4.50764 3.22225 0.41
H 5.28712 3.74167 1.72002 -0.07
H 3.84032 1.32578 4.79222 -0.43
H 1.08124 1.84990 0.65456 0.24
H 0.77331 1.15863 4.26106 0.24
H 0.23674 2.83642 4.18371 0.30
H -1.49797 0.87409 3.72708 0.25
H -0.69050 0.66654 2.19438 0.27
H -1.48749 2.21288 2.53438 0.27
H 2.51035 -1.09896 3.44124 0.16
H 3.49638 -2.55988 3.56991 0.14
H 4.09346 -1.00789 4.20315 0.27
C 4.83369 5.08747 -1.70674 0.26
Cl 6.35616 4.25109 -1.40024 -0.06
Cl 4.41983 4.94926 -3.42584 -0.13
Cl 3.55971 4.37023 -0.73463 0.00
Cl 5.01382 6.79946 -1.28795 -0.12
C 8.72856 -0.87764 -1.53851 0.29
Cl 8.11460 -2.52263 -1.73031 -0.09
Cl 7.72878 0.23446 -2.48135 -0.10
Cl 8.68968 -0.42795 0.16170 -0.03
Cl 10.39938 -0.80004 -2.13038 -0.13
C 1.45603 -5.07418 2.54539 0.30
Cl 0.67076 -6.66729 2.55778 -0.11
Cl 1.36109 -4.39280 0.92171 -0.04
Cl 0.62276 -4.00341 3.67737 -0.08
Cl 3.14218 -5.23390 3.02656 -0.10
C -3.42530 -3.25017 2.09340 0.16
Cl -3.51750 -2.75080 0.40126 0.02
Cl -4.97066 -3.97324 2.56983 -0.11
Cl -2.13612 -4.43085 2.29173 0.07
Cl -3.09179 -1.84167 3.10657 -0.08
C -6.03881 -1.08482 -2.41680 0.18
Cl -6.19385 -0.86404 -0.67595 -0.08
Cl -4.32540 -1.16474 -2.84704 -0.12
Cl -6.83144 -2.58782 -2.89710 -0.04
Cl -6.79293 0.27077 -3.26488 0.06
C -6.38218 3.71352 -5.31187 0.32
Cl -6.51151 4.15709 -7.01781 -0.10
Cl -7.88932 2.92636 -4.80490 -0.04
Cl -5.00916 2.63241 -5.09463 -0.08
Cl -6.14301 5.16912 -4.34000 -0.10
C -3.82414 -6.87004 -0.63303 0.25
Cl -4.65111 -6.90381 0.92877 -0.08
Cl -2.08042 -6.77553 -0.38659 -0.04
Cl -4.20708 -8.34320 -1.53749 -0.12
Cl -4.37003 -5.45954 -1.54518 -0.03
C -11.72418 3.80748 -3.17410 0.34
Cl -12.87184 4.72969 -2.19660 -0.11
Cl -11.30557 2.30909 -2.33699 -0.08
Cl -12.45674 3.42260 -4.73592 -0.10
Cl -10.26150 4.75844 -3.43139 -0.06
C -7.93996 -3.55907 -6.65844 0.29
Cl -9.39640 -4.23220 -5.91515 -0.10
Cl -7.61369 -1.97073 -5.96993 0.01
Cl -6.57094 -4.62897 -6.33799 -0.09
Cl -8.18213 -3.41774 -8.40415 -0.11
```

Results
net charge: -1
M: 1831.13 g/mol
LUMO: 1.06 eV
strongest force on any atom: 1.0 eV/Å
multiplicity: 1

Record 5
ORCA calculation (wB97M-V/def2-TZVPD) on a molecular structure, C2HClI2O at a distorted geometry.

Structure (XYZ):
```
7
Properties=species:S:1:pos:R:3:nbo_charge:R:1
C 0.24934 -0.43228 1.05734 0.53
C -0.29547 0.10375 -0.70502 -0.69
O -0.35350 -0.39504 2.08453 -0.48
Cl 1.90797 -0.87900 0.89365 0.00
I 0.69596 1.93319 -1.22100 0.17
I -2.39427 0.15740 -0.60618 0.23
H 0.18997 -0.48802 -1.50331 0.23
```

Results
energy above the lowest of the compared OMol25 structures with the same formula, charge and spin: 20.9 kcal/mol
M: 330.29 g/mol
LUMO: -0.55 eV
strongest force on any atom: 2.8 eV/Å
multiplicity: 1

- Which value of strongest force on any atom does entry 1 give?
  0.6 eV/Å

- The highest multiplicity belongs to which entry?
  C22H51AgBrN3O5

- Which value of multiplicity does entry 1 give?
  1

- Among the records above, which one has the highest LUMO?
  C17H17BBr2Cl36InOS